Entry 1:
The following is a DFT calculation (ωB97M-V with the def2-TZVPD basis set) of a structure of composition C24H47O7PtS2Sb2Si in a non-equilibrium geometry.

## Properties
Spin multiplicity = 1
Charge = +1
Frontier orbital gap (spin up / spin down) = 5.11 / 5.11 eV
Electronic energy = -3154.92756 hartree

Atoms and positions in Å:
Pt 0.366 0.042 -0.629
C 4.183 -1.702 -0.414
Sb 2.364 -1.615 -1.565
C 3.260 -1.158 -3.448
C 2.223 -3.790 -1.966
C 1.577 -4.626 -0.916
C 2.323 -4.903 0.235
C 1.817 -5.646 1.282
C 0.525 -6.153 1.196
C -0.221 -5.908 0.064
C 0.270 -5.155 -1.012
C -0.631 -4.962 -2.175
Sb -1.835 -3.092 -1.976
C -1.269 -2.766 0.207
C -2.809 -3.315 -3.994
H 3.982 -2.084 0.586
H 4.614 -0.706 -0.329
H 4.886 -2.357 -0.928
H 3.955 -1.962 -3.683
H 3.793 -0.213 -3.372
H 2.495 -1.076 -4.216
H 3.281 -4.030 -2.068
H 1.727 -3.832 -2.932
H 3.338 -4.526 0.291
H 2.426 -5.844 2.153
H 0.120 -6.748 2.003
H -1.223 -6.319 -0.014
H -1.386 -5.745 -2.241
H -0.143 -4.829 -3.138
H -1.694 -3.615 0.735
H -1.728 -1.827 0.498
H -0.187 -2.752 0.225
H -3.519 -4.133 -3.912
H -1.969 -3.517 -4.651
H -3.278 -2.362 -4.211
C -2.079 2.523 -2.046
C -1.326 3.277 -0.964
C -0.282 4.195 -1.583
C -2.302 4.070 -0.104
O -0.624 2.293 -0.138
Si -0.324 2.289 1.478
S 0.538 0.291 1.591
O 0.691 3.390 2.053
C 2.079 3.785 2.031
C 2.455 4.244 0.629
C 2.177 4.932 3.028
C 2.980 2.636 2.466
O -1.634 2.449 2.388
C -2.656 1.634 2.984
C -3.218 0.663 1.951
C -2.053 0.887 4.168
C -3.729 2.608 3.449
H -2.654 3.225 -2.649
H -2.761 1.798 -1.600
H -1.385 1.993 -2.694
H -0.752 4.864 -2.304
H 0.476 3.604 -2.100
H 0.199 4.795 -0.812
H -2.769 4.848 -0.707
H -1.787 4.539 0.737
H -3.081 3.416 0.289
H 1.883 5.128 0.347
H 2.254 3.447 -0.091
H 3.515 4.494 0.591
H 1.456 5.708 2.773
H 3.179 5.362 3.019
H 1.955 4.568 4.031
H 2.956 1.825 1.741
H 2.654 2.239 3.428
H 4.005 2.996 2.561
H -2.408 0.087 1.498
H -3.749 1.196 1.159
H -3.915 -0.026 2.429
H -1.234 0.250 3.835
H -2.812 0.270 4.650
H -1.667 1.600 4.897
H -4.091 3.194 2.603
H -3.313 3.290 4.190
H -4.566 2.070 3.895
O -1.530 -0.635 -4.236
S -0.802 -0.667 -3.012
O -1.704 -0.556 -1.827
O -0.218 -2.114 -2.810
O 0.339 0.248 -2.900

Entry 2:
The following is a DFT calculation (ωB97M-V with the def2-TZVPD basis set) of a structure of composition C24H48AsF6O24Rb2 in a non-equilibrium geometry.

## Properties
Spin multiplicity = 1
Charge = +1
Frontier orbital gap = 8.42 eV
Electronic energy = -5632.10832 hartree

Atoms and positions in Å:
Rb 2.310 -3.310 -0.905
Rb 4.144 0.224 -2.954
As 1.121 0.304 -0.216
F 1.424 1.500 1.088
F -0.674 0.549 -0.105
F 0.965 -0.848 -1.518
F 2.932 0.077 -0.439
F 1.164 -0.977 1.052
F 1.340 1.658 -1.375
C 7.001 1.285 6.005
O 6.859 0.779 4.688
C 6.085 1.428 3.879
O 5.477 2.452 4.126
O 6.077 0.918 2.662
C 4.894 1.106 1.848
H 6.051 1.365 6.534
H 7.372 2.307 5.937
H 7.568 0.613 6.649
H 4.944 0.353 1.061
H 5.061 2.107 1.452
H 3.929 1.081 2.355
C 2.169 4.574 -2.731
O 3.392 4.972 -3.344
C 4.198 4.064 -3.888
O 3.914 2.842 -3.947
O 5.303 4.588 -4.336
C 6.434 3.833 -4.696
H 2.243 3.668 -2.130
H 1.626 4.363 -3.652
H 1.658 5.433 -2.295
H 6.320 3.404 -5.692
H 6.493 3.029 -3.963
H 7.335 4.444 -4.646
C -0.007 -1.397 6.676
O -0.436 -1.123 5.361
C -0.519 0.213 5.009
O -0.110 1.252 5.602
O -1.005 0.185 3.823
C -1.196 1.370 3.066
H 1.056 -1.624 6.756
H -0.480 -2.357 6.883
H -0.229 -0.649 7.437
H -0.562 2.148 3.492
H -2.240 1.674 3.144
H -0.893 1.307 2.021
C -1.124 3.792 -0.490
O -1.386 3.911 -1.872
C -2.588 4.195 -2.360
O -3.592 4.201 -1.699
O -2.480 4.679 -3.719
C -3.665 4.616 -4.452
H -0.247 3.182 -0.271
H -1.882 3.191 0.012
H -0.996 4.797 -0.088
H -4.255 5.530 -4.527
H -4.314 3.816 -4.097
H -3.411 4.388 -5.487
C -4.189 1.484 0.115
O -5.458 0.861 0.212
C -5.761 -0.374 -0.273
O -5.003 -1.084 -0.928
O -7.035 -0.503 -0.035
C -7.621 -1.695 -0.553
H -4.270 2.460 0.593
H -3.748 1.665 -0.865
H -3.455 0.937 0.706
H -7.157 -2.580 -0.118
H -7.507 -1.863 -1.624
H -8.668 -1.896 -0.328
C 2.138 -2.637 3.904
O 2.812 -3.819 4.085
C 2.854 -4.800 3.170
O 2.642 -4.787 1.979
O 3.137 -5.874 3.899
C 2.707 -7.138 3.594
H 1.063 -2.808 3.838
H 2.379 -2.145 2.961
H 2.427 -2.108 4.812
H 3.251 -7.657 2.805
H 1.647 -7.123 3.343
H 2.829 -7.745 4.492
C -1.388 -6.299 -2.072
O -1.774 -5.653 -0.880
C -1.289 -4.473 -0.589
O -0.494 -3.819 -1.269
O -1.873 -4.013 0.542
C -1.619 -2.668 0.967
H -2.034 -6.039 -2.911
H -1.489 -7.373 -1.913
H -0.348 -6.085 -2.320
H -0.809 -2.570 1.689
H -2.405 -2.019 1.353
H -1.284 -2.184 0.050
C -5.003 -0.012 -6.866
O -4.904 0.282 -5.472
C -3.601 0.174 -4.961
O -2.528 -0.096 -5.585
O -3.654 0.148 -3.629
C -2.447 -0.146 -2.889
H -4.348 0.615 -7.471
H -6.047 -0.105 -7.162
H -4.737 -1.014 -7.201
H -1.701 0.621 -2.683
H -1.950 -1.029 -3.291
H -2.857 -0.499 -1.943

Looking at energy above the lowest of the compared OMol25 structures with the same formula, charge and spin for the records above, in order, we have 0.176 4.348 eV.